# 1
The following is a quantum chemistry calculation of a structure of composition C70H76Ge2NO3P2PdS4Te in a non-equilibrium geometry, from the Open Molecules 2025 dataset.

Output
LUMO (alpha / beta), Eh: 0.0408 / 0.0475
HOMO-LUMO gap (alpha / beta), eV: 5.6 / 5.8

Geometry as ORCA input:
```
! wB97M-V def2-TZVPD RIJCOSX def2/J DEFGRID3
* xyz -1 1
Te -1.793 -1.674 0.355
Pd -0.069 0.164 0.702
Ge -2.435 1.771 3.101
Ge -2.624 2.971 0.412
S -3.827 1.320 1.383
S -2.103 3.899 2.411
S -0.840 2.281 -0.567
S -0.579 0.641 3.081
P 0.465 -2.496 0.871
P 2.183 0.952 0.700
O 1.082 -2.038 2.286
O 0.307 -4.077 1.221
O 1.519 -2.362 -0.164
N 0.910 0.036 -1.882
C -3.697 5.580 -0.574
C 1.401 3.437 1.633
C 4.351 -0.696 -3.010
C -4.335 1.668 7.503
C -6.579 -3.110 1.579
C 1.662 -2.128 4.617
C 2.965 3.530 -0.197
C 2.109 5.621 4.973
C -0.828 6.005 -1.127
C -0.418 8.664 3.115
C -3.264 2.494 7.201
C -4.048 0.064 -2.950
C 5.103 -0.116 -1.993
C -4.820 6.527 2.003
C -6.623 -0.862 2.729
C -3.250 1.674 4.913
C 2.305 -0.025 -1.912
C -6.778 2.206 -0.434
C -2.707 2.496 5.922
C 3.054 0.474 -0.837
C 4.692 0.957 3.977
C -3.730 4.178 -0.722
C -2.912 5.363 5.157
C -5.934 0.088 -1.492
C 3.374 0.490 2.009
C -4.721 2.132 -1.916
C -5.785 1.455 -1.293
C 2.970 -0.643 -2.972
C -5.063 -0.628 -2.308
C 1.347 4.823 1.665
C -6.809 1.427 3.727
C -3.048 -1.786 4.906
C -4.500 6.383 -1.389
C -4.863 -2.374 3.277
C 0.769 -2.695 3.527
C -2.830 6.310 0.416
C -4.315 0.806 5.237
C -2.794 2.128 -3.595
C -0.092 1.330 6.411
C -5.337 5.827 -2.341
C -1.269 7.840 2.178
C 0.850 4.836 5.258
C 5.188 -0.340 3.966
C -0.405 5.411 5.110
C -4.587 3.618 -1.701
C -4.303 -1.444 4.142
C -0.830 -4.666 1.864
C -3.867 1.440 -2.786
C 3.848 -0.828 2.024
C -5.223 -2.121 -2.488
C -1.479 3.332 5.688
C -3.396 6.827 1.591
C -6.014 -2.097 2.550
C -5.379 4.449 -2.491
C 2.222 2.780 0.710
C -6.094 0.101 3.585
C -0.217 2.748 5.900
C -1.540 -5.603 0.907
C -1.574 4.680 5.320
C 3.787 1.372 3.002
C 0.924 3.507 5.666
C -1.476 6.554 0.122
C -2.603 7.589 2.448
C -4.843 0.821 6.529
C 2.916 4.922 -0.160
C 2.116 5.566 0.775
C -0.723 7.314 1.012
C 4.759 -1.234 2.988
C 4.446 0.453 -0.913
C -4.911 -0.186 4.279
H -4.760 1.669 8.502
H 4.847 -1.183 -3.843
H -1.806 1.816 -3.252
H 0.760 2.858 2.291
H -2.433 -6.030 1.384
H 5.011 1.655 4.744
H -0.471 -5.206 2.739
H -5.395 6.069 1.203
H 1.295 -2.437 5.601
H -7.525 -0.622 2.163
H 0.934 -3.768 3.409
H -6.268 2.770 0.352
H -5.958 6.465 -2.960
H -3.693 4.661 4.864
H -5.667 0.154 6.762
H 0.413 8.071 3.507
H -2.896 1.866 -4.654
H 0.098 6.541 -1.350
H 5.904 -0.656 4.716
H -1.495 6.081 -1.989
H -0.280 -2.527 3.770
H 3.576 3.029 -0.939
H 5.029 0.860 -0.096
H -5.337 7.438 2.323
H -7.757 1.299 4.260
H -6.273 -2.417 -2.418
H -0.686 1.187 7.319
H 0.440 -0.503 -2.584
H 0.010 9.526 2.598
H -7.478 1.512 0.039
H 2.383 -1.082 -3.775
H -4.835 -2.446 -3.455
H -4.458 7.462 -1.257
H -1.846 -5.052 0.010
H 2.916 5.329 5.648
H -3.159 -1.577 5.974
H -0.574 4.944 -1.004
H 0.324 7.509 0.785
H 1.902 3.049 5.812
H -0.448 0.611 5.667
H -4.817 5.826 2.845
H -2.830 3.137 7.963
H -7.028 1.843 2.741
H 0.500 0.950 -1.792
H -2.796 -2.841 4.781
H 2.455 5.440 3.951
H -3.047 7.992 3.358
H -4.669 -2.661 -1.714
H -0.483 6.452 4.794
H -3.221 5.836 6.096
H -4.380 -3.342 3.156
H 6.186 -0.135 -2.025
H -3.377 -0.478 -3.616
H -6.742 -2.654 0.598
H -6.753 -0.433 -0.998
H -7.351 2.922 -1.031
H 2.076 6.652 0.791
H 3.487 -1.530 1.274
H 0.951 1.093 6.635
H 3.410 2.386 3.019
H 2.694 -2.464 4.494
H -6.030 3.996 -3.234
H 5.128 -2.256 2.983
H -6.212 2.156 4.272
H 0.665 5.314 2.356
H -5.890 -3.949 1.445
H -2.844 6.139 4.391
H 1.939 6.693 5.084
H -0.875 -6.419 0.604
H 3.495 5.502 -0.872
H 1.645 -1.037 4.567
H -2.208 -1.185 4.545
H -1.521 -3.896 2.205
H -2.842 3.213 -3.503
H -7.537 -3.504 1.926
H -1.001 9.031 3.961
*
```

These are the Löwdin partial charges, in e, on atoms 1 to 8: 0.611 0.024 0.055 0.023 0.261 0.392 0.215 0.237

---

# 2
The following is a quantum chemistry calculation of a cluster of 2 separate species, CH3FN2O2 in total in a non-equilibrium geometry, from the Open Molecules 2025 dataset.

Output
LUMO (alpha / beta), Eh: 0.0165 / 0.0165
HOMO-LUMO gap (alpha / beta), eV: 9.7 / 9.7
Energy above the lowest of the compared OMol25 structures with the same formula, charge and spin, kcal/mol: 34.5

Geometry as ORCA input:
```
! wB97M-V def2-TZVPD RIJCOSX def2/J DEFGRID3
* xyz 0 1
F 1.377 -1.276 -0.562
O 1.937 0.716 0.379
O -0.468 1.508 -0.479
N -1.488 -0.546 0.195
N 1.202 -0.344 0.572
C -0.592 0.395 -0.034
H 1.554 1.161 -0.329
H -2.288 -0.165 -0.147
H -1.235 -1.448 0.405
*
```

These are the natural (NBO) partial charges, in e, on atoms 1 to 8: -0.357 -0.497 -0.561 -0.795 0.116 0.785 0.462 0.405

---

# 3
The following is a quantum chemistry calculation of a structure of composition C7H23O5Ti in a non-equilibrium geometry, from the Open Molecules 2025 dataset.

Output
LUMO (alpha / beta), Eh: 0.0167 / 0.0105
HOMO-LUMO gap (alpha / beta), eV: 4.1 / 7.1

Geometry as ORCA input:
```
! wB97M-V def2-TZVPD RIJCOSX def2/J DEFGRID3
* xyz 0 4
Ti -0.559 -0.240 0.238
O 0.317 -1.683 1.813
O -1.996 -2.052 -0.604
O 1.411 -0.731 -1.631
O -2.369 0.868 -0.400
O -0.294 1.681 1.775
C 0.201 -1.987 3.238
C 1.927 1.432 -2.754
C 3.272 0.695 -0.731
C -2.063 1.048 -1.813
C 1.895 0.598 -1.458
C -3.247 -2.673 -0.439
C 0.958 1.992 2.318
H 1.157 1.065 -0.806
H 1.220 -1.984 3.625
H 1.717 1.887 1.543
H 0.965 3.057 2.547
H -1.112 1.581 -1.837
H 0.833 -2.416 1.470
H -2.909 1.572 -2.256
H -3.250 -3.531 0.233
H -1.559 -2.478 -1.345
H 1.051 1.305 -3.389
H -3.910 -1.923 -0.007
H -3.626 -2.996 -1.409
H -3.312 0.705 -0.325
H 4.102 0.491 -1.407
H -0.965 2.159 2.267
H -0.192 -3.003 3.237
H -0.411 -1.193 3.667
H 2.729 1.093 -3.410
H 3.372 1.702 -0.326
H 3.298 0.059 0.154
H 2.071 2.497 -2.570
H 1.217 1.307 3.126
H -1.939 0.099 -2.336
*
```

These are the natural (NBO) partial charges, in e, on atoms 1 to 8: 0.803 -0.760 -0.746 -0.988 -0.786 -0.752 -0.248 -0.636